# 1
58
Properties=species:S:1:pos:R:3:forces:R:3 method="wB97M-V/def2-TZVPD" e_lumo_ha="-0.0053 / -0.0058" multiplicity=3
Ti -0.1829 -0.0232 -0.1707 -0.4 -0.4 -0.1
C -3.5194 0.3151 -3.1095 0.0 0.0 0.0
C -2.9284 1.5785 -2.5568 -0.1 0.0 -0.1
N -3.1564 2.7141 -3.2186 0.0 0.0 0.0
C -2.6317 3.8351 -2.7105 0.0 0.0 0.0
C -1.8821 3.9066 -1.5565 0.0 0.0 0.0
C -1.3259 5.2287 -1.1210 0.0 0.0 0.0
O -1.8415 5.6888 0.1308 0.0 0.0 0.0
C -1.6243 2.7094 -0.8273 0.0 0.1 0.0
C -0.8614 2.7467 0.3685 0.0 -0.1 0.0
N -0.4694 1.6217 1.0515 0.1 0.3 0.2
C -0.0976 1.7323 2.3820 0.0 0.0 0.0
C 0.4595 2.8893 2.9531 0.0 0.0 0.0
C 0.8709 2.9160 4.2741 0.0 0.0 0.0
C 0.7409 1.7977 5.0862 0.0 0.0 0.0
C 0.1767 0.6455 4.5578 0.0 0.0 0.0
C -0.2379 0.6262 3.2383 0.1 0.1 0.1
I -1.1208 -1.1114 2.4866 0.0 0.0 -0.1
C -2.1732 1.5215 -1.3836 0.0 -0.1 0.1
O -1.9476 0.3275 -0.8073 0.1 0.1 0.0
H -4.0496 0.5431 -4.0313 0.0 0.0 0.0
H -4.2092 -0.1386 -2.3951 0.0 0.0 0.0
H -2.7474 -0.4304 -3.3102 0.0 0.0 0.0
H -2.8222 4.7456 -3.2726 0.0 0.0 0.0
H -1.5122 5.9723 -1.9023 0.0 0.0 0.0
H -0.2434 5.1683 -0.9755 0.0 0.0 0.0
H -2.7943 5.5459 0.1201 0.0 0.0 0.0
H -0.6875 3.7160 0.8144 0.0 0.0 0.0
H 0.5967 3.7676 2.3377 0.0 0.0 0.0
H 1.3059 3.8240 4.6721 0.0 0.0 0.0
H 1.0622 1.8209 6.1184 0.0 0.0 0.0
H 0.0506 -0.2340 5.1751 0.0 0.0 0.0
O 2.0950 -3.3173 -1.3812 0.0 0.0 0.0
C 1.5505 -2.4171 -0.7575 0.0 0.1 0.0
N 0.4041 -1.7766 -1.0444 0.0 -0.1 -0.1
C -0.0385 -1.8429 -2.4275 0.1 0.0 0.0
C 0.1990 -0.4840 -3.0588 0.0 0.0 0.1
C 0.1527 -0.2601 -4.4259 0.0 0.0 0.0
C 0.3790 1.0161 -4.9083 0.0 0.0 0.0
C 0.6685 2.0404 -4.0189 0.0 0.0 0.0
C 0.6943 1.7459 -2.6718 0.0 0.0 -0.1
N 0.4543 0.5163 -2.2014 0.1 0.1 -0.1
C 2.2592 -1.8073 0.4345 -0.1 0.0 0.0
C 3.3274 -2.4486 1.0301 0.0 0.0 0.0
C 4.0175 -1.7886 2.0336 0.0 -0.1 0.0
C 3.6342 -0.5029 2.3772 0.0 0.1 0.0
C 2.5521 0.0682 1.7291 0.0 0.0 0.0
N 1.8580 -0.5765 0.7872 0.1 0.0 0.0
H -1.1032 -2.0839 -2.4955 0.0 0.0 0.0
H 0.5183 -2.6109 -2.9685 0.0 0.0 0.0
H -0.0594 -1.0855 -5.0923 0.0 0.0 0.0
H 0.3374 1.2117 -5.9718 0.0 0.0 0.0
H 0.8543 3.0502 -4.3543 0.0 0.0 0.0
H 0.8903 2.5095 -1.9300 0.0 0.0 0.0
H 3.5966 -3.4331 0.6755 0.0 0.0 0.0
H 4.8548 -2.2637 2.5281 0.0 0.0 0.0
H 4.1568 0.0631 3.1353 0.0 0.0 0.0
H 2.2303 1.0712 1.9719 0.0 0.0 0.0

# 2
53
Properties=species:S:1:pos:R:3:forces:R:3 method="wB97M-V/def2-TZVPD" e_lumo_ha=-0.1179 multiplicity=1
N 4.1621 -1.2189 2.4842 -0.1 -0.8 -0.8
C 3.7013 -0.9934 1.1670 1.0 3.0 1.1
C 4.6819 -0.1878 0.3162 -0.3 -1.3 -0.7
C 4.6121 -0.6911 -1.1546 0.0 -0.5 0.3
C 4.9564 -2.1801 -1.1346 0.0 1.8 -0.4
C 6.2834 -2.5229 -1.0148 0.2 0.0 0.0
C 6.6262 -3.8593 -0.9636 0.9 0.9 0.1
C 5.6300 -4.7913 -1.0088 0.3 -2.0 0.0
C 4.3071 -4.4626 -1.1360 -1.0 0.3 0.0
C 3.9664 -3.1285 -1.2001 -0.3 0.3 -0.1
N 2.3998 -0.2311 1.1893 -0.6 -2.0 -0.7
C 1.5287 -1.0037 0.8119 -0.2 0.7 0.2
S 0.3893 -1.9700 0.3334 0.1 0.1 0.0
H 5.1521 -1.0171 2.5617 0.0 -0.2 0.0
H 4.0031 -2.1835 2.7611 -0.2 0.2 0.4
H 4.5083 0.8899 0.3992 0.0 -0.1 0.1
H 5.6824 -0.4760 0.6563 0.0 0.4 0.1
H 3.6133 -0.5642 -1.5827 0.1 0.2 0.1
H 5.3324 -0.1721 -1.7929 -0.1 0.1 0.1
H 7.0183 -1.7266 -0.9548 0.1 -0.2 -0.1
H 7.6756 -4.1160 -0.8797 -0.1 -0.3 0.0
H 5.8938 -5.8438 -0.9434 0.0 0.1 0.0
H 3.5089 -5.1946 -1.1620 0.2 -0.2 0.0
H 2.9541 -2.7530 -1.2957 -0.1 -0.4 0.0
C -2.2238 1.2777 -1.2912 -0.2 -0.1 -0.2
C -2.4256 1.7810 0.1550 1.3 -0.7 -1.7
C -2.7294 0.5871 1.0633 -0.6 -0.1 0.4
C -4.1200 0.0022 0.8318 0.0 0.1 -0.1
C -5.1930 1.0822 0.9465 0.4 -0.3 0.4
C -4.9174 2.3357 0.1027 -1.4 -0.1 -1.7
N -3.5067 2.8083 0.2229 -0.3 -0.8 2.7
O -3.3852 3.4547 1.3320 0.2 0.7 -0.4
C -5.2533 2.0641 -1.3785 0.2 -0.3 -0.2
C -5.9099 3.4232 0.5183 0.3 0.4 0.5
C -1.0714 2.3797 0.5312 -0.1 0.5 0.5
H -1.2454 0.8077 -1.3936 0.0 0.1 0.2
H -2.9415 0.5193 -1.5963 -0.1 0.1 0.0
H -2.2656 2.1021 -2.0049 0.0 0.0 0.0
H -2.6452 0.8887 2.1126 0.0 0.2 -0.1
H -1.9734 -0.1796 0.9036 0.2 0.0 -0.1
H -4.1759 -0.4889 -0.1437 0.0 0.0 0.0
H -4.3115 -0.7785 1.5714 0.0 0.0 0.0
H -6.1618 0.6627 0.6652 0.0 0.2 -0.1
H -5.2794 1.3673 1.9999 0.1 0.2 0.0
H -4.9520 2.9049 -2.0052 0.1 0.0 0.0
H -6.3283 1.9329 -1.5044 0.0 0.1 0.2
H -4.7973 1.1602 -1.7753 0.1 0.0 0.0
H -5.8795 3.6221 1.5885 0.2 0.1 0.0
H -6.9264 3.1082 0.2831 0.1 -0.2 -0.1
H -5.7162 4.3580 -0.0103 0.0 0.0 0.0
H -0.8127 3.2040 -0.1365 0.0 0.0 0.0
H -0.2923 1.6215 0.4443 -0.1 -0.1 -0.1
H -1.0419 2.7481 1.5553 -0.1 0.1 0.0

# 3
5
Properties=species:S:1:pos:R:3:forces:R:3 method="wB97M-V/def2-TZVPD" e_lumo_ha="-0.1272 / -0.1314" multiplicity=1
C -0.0646 0.3614 -0.3808 1.9 1.6 0.4
Cl -0.3081 1.0099 -1.8889 -0.2 -0.6 0.5
Cl -0.4486 -1.9817 1.5166 0.1 0.6 -0.7
Br 1.2996 1.1585 0.6260 -1.1 -0.7 -0.7
H -0.4783 -0.5480 0.1270 -0.6 -0.9 0.5

Results for relative energy (zero: lowest compared OMol25 entry of this formula, charge and spin): 0.000; 9.649; 2.426 (in eV, following the order of the records).
Results for DFT total energy: -2650.76086; -1378.79980; -3532.97606 (in Eh, following the order of the records).